Entry from OMol25: the molecule C15H19N3O2S at a distorted geometry (ωB97M-V/def2-TZVPD).

```
40
Properties=species:S:1:pos:R:3:nbo_charge:R:1
S 2.536 -0.880 -0.546 0.274
O 3.168 1.548 -4.496 -0.526
O -0.200 -3.392 2.672 -0.576
N 0.748 0.942 -0.573 -0.241
N 0.851 -2.058 1.228 -0.633
N 0.285 0.037 0.278 -0.326
C -1.351 -1.364 2.061 -0.509
C 4.547 1.859 -4.434 -0.063
C 2.646 0.765 -3.456 -0.049
C -2.495 -1.817 2.973 -0.436
C -5.600 0.088 1.941 -0.190
C -4.626 1.195 3.828 -0.201
C 5.472 0.650 -4.545 -0.644
C -3.603 -0.803 2.952 0.083
C -3.626 0.239 3.870 -0.247
C 1.061 -0.980 0.430 0.248
C 1.879 0.667 -1.101 0.076
C -4.599 -0.866 1.987 -0.252
C -0.234 -2.363 2.046 0.707
C 2.585 1.496 -2.097 -0.491
C -5.615 1.122 2.862 -0.226
H -2.860 -2.786 2.629 0.220
H 4.777 2.425 -3.520 0.157
H -2.112 -1.944 3.987 0.220
H 5.183 0.039 -5.397 0.216
H 3.205 -0.173 -3.338 0.161
H -6.397 1.867 2.828 0.212
H -2.857 0.299 4.627 0.208
H -6.370 0.025 1.186 0.210
H 1.583 -2.760 1.239 0.419
H -1.708 -1.218 1.039 0.250
H -0.956 -0.399 2.386 0.252
H 3.599 1.702 -1.747 0.219
H 6.493 0.993 -4.689 0.219
H 5.442 0.038 -3.646 0.200
H 4.700 2.520 -5.291 0.192
H -4.592 -1.673 1.267 0.207
H 2.046 2.437 -2.215 0.250
H 1.628 0.525 -3.776 0.199
H -4.634 1.998 4.550 0.211
```

Computed properties:
ΔE to the lowest compared entry with this formula, charge and spin = 46.3 kcal/mol
highest occupied orbital energy = -0.3317 hartree
HOMO-LUMO gap = 0.3455 Eh
structure (SMILES) = CCOCCc1nnc(NC(=O)CCc2ccccc2)s1
molar mass = 305.40 u

Entry from OMol25: C19H20BF4N4Re as an isolated structure (ωB97M-V/def2-TZVPD).

```
49
Properties=species:S:1:pos:R:3:nbo_charge:R:1
Re -0.053 -0.192 -0.022 2.009
F -3.443 -1.608 3.297 -0.460
F -3.957 -1.165 1.093 -0.491
F -2.204 -2.535 1.599 -0.533
F -1.225 -0.065 1.441 -0.540
N 1.291 -0.330 -1.621 -0.568
N -1.265 1.270 -0.946 -0.563
N 1.198 -1.472 1.070 -0.568
N 1.034 1.542 0.335 -0.350
C 2.182 0.677 -1.726 0.211
C 1.867 1.880 -0.887 -0.281
C 3.237 0.614 -2.602 -0.213
C 0.013 2.637 0.566 -0.273
C 1.339 -3.720 1.872 -0.195
C -1.117 2.504 -0.418 0.207
C -1.982 3.521 -0.728 -0.203
C -3.192 1.984 -2.139 -0.202
C 1.868 1.354 1.586 -0.236
C 3.367 -0.508 -3.416 -0.048
C -2.288 1.009 -1.798 0.088
C 1.417 -1.424 -2.414 0.077
C 2.434 -1.537 -3.327 -0.206
C 2.539 -3.397 2.499 -0.051
C 2.906 0.244 1.505 -0.477
C -3.042 3.256 -1.594 -0.046
C 2.368 -1.151 1.670 0.253
C 3.045 -2.106 2.396 -0.206
C 0.691 -2.732 1.179 0.046
B -3.238 -1.778 2.019 1.490
H -1.844 4.507 -0.300 0.272
H 0.675 -2.206 -2.301 0.231
H -0.352 2.554 1.589 0.275
H 0.519 3.595 0.462 0.267
H 4.192 -0.577 -4.116 0.279
H -2.364 0.005 -2.198 0.233
H 3.070 -4.143 3.074 0.275
H 3.972 -1.839 2.889 0.268
H 3.943 1.434 -2.665 0.272
H -3.999 1.752 -2.819 0.283
H 2.766 2.403 -0.566 0.271
H 3.623 0.428 2.303 0.294
H 2.362 2.310 1.760 0.262
H -3.744 4.041 -1.841 0.277
H 1.174 1.183 2.408 0.252
H 0.904 -4.708 1.937 0.281
H -0.279 -2.926 0.723 0.239
H 2.499 -2.417 -3.953 0.284
H 3.486 0.304 0.578 0.248
H 1.279 2.572 -1.490 0.266
```

Computed properties:
ΔE to the lowest compared entry with this formula, charge and spin = 21.6 kcal/mol
multiplicity = 4
highest occupied orbital energy (alpha / beta) = -0.7161 / -0.7155 hartree
HOMO-LUMO gap (alpha / beta) = 0.2852 / 0.2644 Eh
charge = +3
molar mass = 577.41 u

Entry from OMol25: C35H37FN3OSe2TcTe2 as an isolated structure (ωB97M-V/def2-TZVPD).

```
82
Properties=species:S:1:pos:R:3:mulliken_charge:R:1
Te 2.866 -3.492 2.232 -0.161
Te 4.130 -1.324 1.133 -0.330
Tc 0.388 -0.338 1.289 0.252
Se 0.540 -2.540 2.503 -0.363
Se 2.541 0.387 2.069 -0.191
F -1.680 -0.685 0.312 -0.182
O -1.565 -0.357 2.979 -0.182
N -3.702 0.141 3.465 -0.360
N -0.218 1.576 0.681 2.988
N -2.294 -0.717 5.092 -0.240
C -4.152 1.674 -0.884 -0.628
C 1.029 4.821 2.017 -1.013
C -1.029 -1.257 5.558 -0.306
C 0.991 -2.063 -1.292 0.299
C 0.640 -3.143 -4.835 -0.245
C 1.864 4.544 -0.185 -0.940
C -2.461 -0.308 3.809 0.398
C 0.760 -2.639 -6.120 -0.719
C 1.474 -6.694 -2.524 -0.728
C 0.387 -4.782 -0.837 -0.396
C 1.773 5.308 0.962 -1.397
C 0.476 2.823 0.779 -1.384
C 0.243 2.128 4.024 -0.815
C 1.037 -2.943 -2.367 -0.527
C -1.492 1.667 0.163 0.316
C 0.953 -4.373 -2.054 0.506
C 0.352 1.874 -2.286 -1.562
C 0.360 -6.118 -0.481 -0.663
C 1.914 -0.724 -5.263 -0.447
C 1.789 -1.222 -3.979 -0.381
C -2.265 0.515 -0.018 -0.262
C -2.138 2.851 -0.236 -0.805
C 0.898 -7.085 -1.322 -0.428
C 2.744 1.657 -1.496 -1.079
C -0.425 3.231 3.207 0.572
C -3.429 2.851 -0.741 -0.826
C 1.240 3.303 -0.302 0.779
C 0.360 3.600 1.948 1.205
C 1.500 -5.358 -2.887 -0.375
C -1.917 2.959 3.038 -1.194
C -3.541 0.478 -0.518 -0.677
C 1.155 -2.445 -3.735 0.326
C 1.526 2.576 -1.607 0.828
C 1.402 -1.428 -6.347 -0.484
C 1.005 -1.286 -0.334 -0.321
H 3.577 2.164 -1.002 0.408
H 2.452 4.905 -1.021 0.401
H -0.236 2.062 5.004 0.473
H 2.189 -0.678 -3.137 0.390
H -0.532 2.511 -2.336 0.325
H -0.066 -6.401 0.473 0.411
H 1.305 2.327 4.170 0.257
H 3.068 1.363 -2.496 0.387
H -0.464 -1.626 4.702 -0.257
H 1.822 3.386 -2.284 0.396
H -1.601 3.785 -0.137 0.498
H -4.482 0.146 4.093 0.157
H 2.270 6.267 1.030 0.355
H 0.120 -4.079 -4.676 0.560
H -3.822 0.451 2.515 0.168
H 0.002 -4.032 -0.157 0.293
H -2.382 2.898 4.027 0.501
H 1.928 -7.433 -3.174 0.366
H 0.940 5.409 2.924 0.379
H 1.985 -5.065 -3.810 0.535
H 0.639 1.620 -3.308 0.516
H -1.221 -2.090 6.233 0.338
H 0.883 -8.130 -1.037 0.361
H -3.875 3.795 -1.030 0.422
H 2.418 0.222 -5.421 0.386
H 0.152 1.146 3.549 -0.168
H 2.527 0.753 -0.928 -0.259
H -2.101 2.019 2.528 -0.313
H -2.410 3.755 2.480 0.349
H -0.365 4.138 3.818 0.474
H -4.026 -0.482 -0.635 0.477
H 0.084 0.945 -1.785 0.007
H 0.342 -3.195 -6.951 0.375
H -5.153 1.677 -1.292 0.401
H 1.496 -1.036 -7.351 0.372
H -0.430 -0.506 6.073 0.222
H -3.060 -0.630 5.736 0.176
```

Computed properties:
ΔE to the lowest compared entry with this formula, charge and spin = 15.0 kcal/mol
multiplicity = 4
highest occupied orbital energy (alpha / beta) = -0.1248 / -0.1321 hartree
HOMO-LUMO gap (alpha / beta) = 0.2051 / 0.2035 Eh
charge = -1
molar mass = 1045.82 u

Entry from OMol25: C6H10N as an isolated structure at a distorted geometry (ωB97M-V/def2-TZVPD).

```
17
Properties=species:S:1:pos:R:3:nbo_charge:R:1
N 0.372 0.586 -0.066 -0.235
C -0.042 0.024 -1.363 -0.185
C 1.798 0.708 0.407 -0.390
C -0.586 -1.809 0.434 -0.651
C -1.644 0.607 0.327 -0.190
C -0.733 -0.447 -0.093 0.166
C -0.672 1.518 0.355 -0.015
H 2.438 -0.147 0.355 0.243
H 2.303 1.434 -0.158 0.239
H -2.791 0.760 0.329 0.283
H -1.240 -2.390 -0.215 0.266
H -0.492 2.541 0.635 0.256
H -0.844 -1.927 1.455 0.259
H 1.593 0.882 1.391 0.226
H 0.700 -0.695 -1.630 0.223
H -0.463 0.590 -2.189 0.260
H 0.304 -2.236 0.027 0.246
```

Computed properties:
ΔE to the lowest compared entry with this formula, charge and spin = 57.2 kcal/mol
highest occupied orbital energy = -0.5303 hartree
HOMO-LUMO gap = 0.4008 Eh
charge = +1
molar mass = 96.15 u

Entry from OMol25: a 8-piece molecular cluster, C14H33Cl14FPS overall at a distorted geometry (ωB97M-V/def2-TZVPD).

```
64
Properties=species:S:1:pos:R:3:nbo_charge:R:1
Cl -0.103 -0.419 -2.154 -0.060
Cl 1.157 5.631 -4.279 -0.051
Cl -1.819 4.530 -4.274 -0.056
Cl 2.984 -0.842 0.519 -0.087
Cl 3.242 0.805 4.412 -0.051
Cl -0.025 -2.167 1.454 -0.026
Cl -4.096 -4.999 5.224 -0.053
Cl -3.303 1.491 -4.769 -0.048
Cl -0.688 -1.669 -8.516 -0.069
Cl 0.190 2.317 -0.127 -0.067
Cl -0.402 0.489 -5.880 -0.066
Cl -4.818 -2.742 7.687 -0.082
Cl -0.273 5.769 -1.178 -0.050
Cl 5.628 -1.633 4.630 -0.047
S 1.232 -5.286 2.547 -0.539
P -0.678 -5.958 3.340 0.739
F -0.578 -4.908 4.738 -0.697
C -3.088 -4.595 6.636 -0.393
C -0.934 1.146 -2.339 -0.404
C 1.042 -1.132 2.436 -0.399
C -3.923 -4.272 7.864 -0.381
C 1.171 7.011 -3.152 -0.391
C 1.231 6.567 -1.700 -0.391
C 1.774 -0.099 1.595 -0.409
C 5.676 -0.175 3.608 -0.400
C -0.258 -1.287 -5.832 -0.392
C 5.006 1.016 4.274 -0.386
C -2.952 4.090 -5.577 -0.393
C 0.374 -1.846 -7.096 -0.387
C -4.001 3.093 -5.113 -0.390
C -0.070 2.312 -1.889 -0.391
H -0.835 -6.952 2.276 -0.162
H 0.910 2.299 -2.376 0.222
H 5.405 1.195 5.277 0.221
H 0.406 -0.630 3.172 0.221
H 2.313 0.596 2.246 0.223
H 1.370 7.436 -1.051 0.222
H 5.170 1.917 3.676 0.218
H -0.561 3.257 -2.139 0.233
H -2.368 3.700 -6.416 0.226
H -1.956 -6.442 3.859 -0.169
H 0.563 -2.917 -6.974 0.226
H -1.256 -1.703 -5.663 0.227
H -2.458 -5.467 6.834 0.239
H 0.064 -6.946 4.080 -0.152
H -2.437 -3.760 6.360 0.242
H -4.646 -5.065 8.080 0.213
H -4.750 2.950 -5.898 0.221
H 0.284 7.620 -3.352 0.223
H 1.740 -1.780 2.976 0.238
H -3.436 5.016 -5.901 0.219
H 2.055 7.608 -3.395 0.220
H -1.177 1.251 -3.401 0.242
H 1.326 -1.356 -7.322 0.222
H 1.081 0.481 0.977 0.234
H 0.364 -1.530 -4.966 0.242
H 5.208 -0.417 2.649 0.240
H -1.322 -4.954 2.525 -0.144
H -3.273 -4.158 8.737 0.212
H 1.114 -3.949 2.130 0.111
H -1.873 1.100 -1.778 0.223
H 6.732 0.048 3.424 0.216
H -4.516 3.440 -4.211 0.224
H 2.061 5.875 -1.524 0.228
```

Computed properties:
ΔE to the lowest compared entry with this formula, charge and spin = 23.0 kcal/mol
highest occupied orbital energy = -0.1355 hartree
HOMO-LUMO gap = 0.1950 Eh
charge = -1
molar mass = 779.80 u

Entry from OMol25: CAgNO5S2 as an isolated structure at a distorted geometry (ωB97M-V/def2-TZVPD).

```
10
Properties=species:S:1:pos:R:3:nbo_charge:R:1
Ag -1.494 -0.429 -0.483 1.079
S 0.279 1.256 0.857 1.613
S -1.509 -0.504 2.255 1.097
O -0.782 1.419 -0.282 -0.975
O 1.621 0.963 0.147 -0.919
O -2.599 -0.813 1.174 -0.906
O 2.419 -1.111 -1.307 -0.516
O 0.598 -0.178 -2.165 -0.619
N -0.159 -0.327 1.370 -0.888
C 1.627 -0.277 -1.566 1.033
```

Computed properties:
multiplicity = 3
highest occupied orbital energy (alpha / beta) = -0.3548 / -0.3706 hartree
HOMO-LUMO gap (alpha / beta) = 0.3314 / 0.2257 Eh
molar mass = 278.02 u

Entry from OMol25: an isolated ion of composition C7H13N5O and charge +2 at a distorted geometry (ωB97M-V/def2-TZVPD).

```
26
Properties=species:S:1:pos:R:3:nbo_charge:R:1
O -0.375 -1.979 1.164 -0.430
N 1.262 1.666 -0.038 -0.545
N -2.082 0.988 -1.194 -0.300
N 1.521 -0.680 0.653 -0.580
N 3.295 0.648 -0.009 -0.745
N -0.471 -0.531 -0.570 -0.513
C -1.824 -0.191 -0.641 0.144
C 0.299 -3.107 1.734 -0.265
C 2.004 0.573 0.171 0.687
C -0.122 2.098 0.016 -0.186
C 0.278 -1.133 0.391 0.763
C -1.216 1.846 -0.689 0.237
C -3.333 1.387 -1.873 -0.408
H -0.208 2.808 0.809 0.255
H -2.436 -0.955 -0.224 0.249
H 2.231 -1.312 0.893 0.441
H 0.982 -3.597 1.009 0.214
H 1.188 -2.770 2.362 0.184
H -3.189 1.254 -2.908 0.245
H -4.142 0.884 -1.368 0.249
H 4.040 0.108 0.424 0.460
H 1.853 2.524 -0.139 0.449
H -0.428 -3.585 2.311 0.258
H 0.008 -0.100 -1.333 0.429
H 3.639 1.418 -0.637 0.451
H -3.545 2.411 -1.832 0.254
```

Computed properties:
ΔE to the lowest compared entry with this formula, charge and spin = 138.7 kcal/mol
highest occupied orbital energy (alpha / beta) = -0.5602 / -0.5491 hartree
HOMO-LUMO gap (alpha / beta) = 0.2576 / 0.2483 Eh
charge = +2
molar mass = 183.22 u

Entry from OMol25: the molecule C7H12 at a distorted geometry (ωB97M-V/def2-TZVPD).

```
19
Properties=species:S:1:pos:R:3:nbo_charge:R:1
C -0.971 -0.996 0.466 -0.224
C 1.102 -0.309 -0.741 -0.399
C 0.253 -0.100 0.484 -0.203
C -1.846 0.262 0.848 -0.215
C -0.621 1.154 0.705 -0.409
C 2.512 0.266 -0.682 -0.606
C -2.089 -0.523 -0.380 -0.423
H -1.910 -0.092 -1.354 0.201
H -0.373 1.720 1.605 0.213
H -2.513 0.309 1.704 0.216
H 3.043 -0.100 0.199 0.200
H 1.011 -1.398 -0.857 0.203
H -0.647 1.834 -0.154 0.196
H -0.974 -1.980 0.928 0.213
H 3.061 0.009 -1.589 0.209
H 2.493 1.361 -0.614 0.204
H 0.605 0.080 -1.634 0.195
H -2.955 -1.172 -0.337 0.225
H 0.819 -0.323 1.403 0.203
```

Computed properties:
ΔE to the lowest compared entry with this formula, charge and spin = 37.3 kcal/mol
highest occupied orbital energy = -0.3307 hartree
HOMO-LUMO gap = 0.3757 Eh
structure (SMILES) = CC[C@H]1C[C@H]2C[C@@H]12
molar mass = 96.17 u